Entry 1:
{
  "formula": "C5H14N2",
  "method": "wB97M-V/def2-TZVPD",
  "symbols": ["N", "N", "C", "C", "C", "C", "C", "H", "H", "H", "H", "H", "H", "H", "H", "H", "H", "H", "H", "H", "H"],
  "coordinates": [[-2.92, -0.61, -1.46], [-0.77, -0.48, -0.15], [-0.42, 0.68, 0.75], [-2.21, -0.79, -0.20], [1.88, 0.27, -0.40], [0.97, 1.34, 0.23], [2.70, -0.40, 0.77], [-3.87, -0.98, -1.40], [-1.26, 1.39, 0.80], [-2.47, -1.30, -2.11], [-2.72, -0.10, 0.60], [1.46, -0.49, -1.06], [-0.47, -0.22, -1.09], [3.18, 0.44, 1.23], [1.31, 1.78, 1.26], [1.99, -0.69, 1.58], [0.76, 2.09, -0.52], [2.50, 0.85, -1.07], [3.27, -1.24, 0.28], [-2.57, -1.74, 0.19], [-0.35, 0.20, 1.75]],
  "gap_ha": 0.3612,
  "relative_energy_kj_mol": 208.9,
  "e_lumo_ev": 1.10,
  "energy_ha": -308.34348,
  "smiles": "CCCCNCN",
  "max_force_ev_per_a": 4.20
}

***

Entry 2:
{
  "formula": "C40H49FN8NaO4",
  "method": "wB97M-V/def2-TZVPD",
  "symbols": ["Na", "F", "O", "O", "O", "O", "N", "N", "N", "N", "N", "N", "N", "N", "C", "C", "C", "C", "C", "C", "C", "C", "C", "C", "C", "C", "C", "C", "C", "C", "C", "C", "C", "C", "C", "C", "C", "C", "C", "C", "C", "C", "C", "C", "C", "C", "C", "C", "C", "C", "C", "C", "C", "C", "H", "H", "H", "H", "H", "H", "H", "H", "H", "H", "H", "H", "H", "H", "H", "H", "H", "H", "H", "H", "H", "H", "H", "H", "H", "H", "H", "H", "H", "H", "H", "H", "H", "H", "H", "H", "H", "H", "H", "H", "H", "H", "H", "H", "H", "H", "H", "H", "H"],
  "coordinates": [[0.51, 2.22, -1.08], [-0.16, -4.81, -2.28], [1.44, 1.97, 1.03], [1.08, 4.63, -3.34], [3.67, 1.95, 0.67], [0.80, -0.09, -1.31], [1.38, -6.38, -0.49], [3.30, -2.22, 1.12], [0.96, 4.49, -1.05], [-2.03, 3.26, -0.32], [1.96, 6.43, -0.50], [-2.15, 0.49, -0.20], [1.52, -8.67, 0.50], [1.55, 4.81, 1.18], [-3.24, -1.45, -1.97], [-1.69, 6.90, 0.07], [0.09, -7.03, -0.65], [4.18, -2.92, 2.06], [-1.85, 5.56, 0.40], [-2.57, -1.84, -0.68], [-1.30, -2.56, 1.69], [0.28, -8.52, -0.33], [0.66, -4.19, -1.40], [1.22, 5.12, -2.24], [-2.01, 4.64, -0.64], [-3.08, 1.21, 0.27], [2.75, -8.34, -0.30], [-2.17, 4.01, -3.06], [1.56, -2.16, -0.52], [1.79, 6.51, -1.93], [2.43, -7.12, -1.17], [1.44, -4.95, -0.53], [-1.85, 5.09, 1.83], [2.45, 7.48, 0.36], [-4.50, 3.28, -0.29], [-4.14, 0.77, 1.24], [-1.69, 7.32, -1.25], [-3.13, 2.66, -0.15], [-1.39, -1.21, 1.36], [-0.84, -0.15, 2.27], [3.29, -0.86, 1.13], [-2.49, -3.18, -0.30], [1.56, -0.68, -0.53], [-1.86, -3.54, 0.88], [1.49, 5.23, -0.09], [0.70, -2.82, -1.39], [2.31, -4.30, 0.32], [-2.05, -0.87, 0.17], [2.47, -0.07, 0.41], [-2.02, 5.04, -1.98], [2.41, -2.90, 0.32], [2.55, 1.44, 0.70], [-1.86, 6.39, -2.27], [3.47, -3.29, 3.35], [2.61, -3.94, 3.17], [-0.62, -6.57, 0.04], [-5.12, 2.66, -0.95], [-1.15, 4.26, 1.96], [-3.93, -0.23, 1.61], [4.16, -3.80, 4.03], [-1.57, 7.62, 0.87], [-0.35, -0.60, 3.13], [2.15, 5.31, 1.81], [-3.27, -2.29, -2.66], [-0.13, 0.49, 1.75], [3.32, -6.50, -1.27], [-0.81, -2.83, 2.62], [3.54, -8.14, 0.41], [-5.12, 0.76, 0.76], [-2.91, -3.93, -0.95], [1.46, -7.98, 1.26], [-1.85, 6.70, -3.30], [4.02, -0.40, 1.79], [-1.87, 4.40, -4.03], [-2.71, -0.62, -2.44], [3.01, -9.22, -0.88], [3.31, 7.14, 0.95], [-1.55, 3.14, -2.84], [-1.81, -4.58, 1.18], [-1.58, 5.90, 2.50], [1.10, 7.29, -2.24], [1.58, -9.60, 0.91], [-1.63, 0.51, 2.64], [-4.27, -1.12, -1.80], [1.67, 7.85, 1.03], [2.75, 6.64, -2.44], [2.79, 8.31, -0.26], [-4.43, 4.28, -0.71], [-4.20, 1.46, 2.08], [-0.33, -6.95, -1.66], [-1.57, 8.36, -1.49], [-5.01, 3.33, 0.67], [3.10, -2.40, 3.86], [2.89, -4.89, 1.01], [0.45, -9.12, -1.23], [1.51, 3.79, 1.29], [4.59, -3.80, 1.56], [5.02, -2.26, 2.26], [-0.56, -8.94, 0.21], [2.12, -7.42, -2.18], [-3.21, 3.66, -3.14], [0.08, -2.24, -2.05], [-2.84, 4.72, 2.12]],
  "gap_ha": 0.2389,
  "charge": 1,
  "relative_energy_kj_mol": 25.7,
  "e_lumo_ev": -3.09,
  "energy_ha": -2554.75625,
  "max_force_ev_per_a": 0.57
}